Here is a molecular structure, C11H13F5N11O2Pt from the OMol25 dataset. Energies are from ωB97M-V/def2-TZVPD.

Element x y z (Å)
1 Pt -0.592 0.311 0.669
2 N -1.048 0.176 2.718
3 N -1.712 -1.004 3.130
4 C -1.923 -2.073 2.311
5 N -2.551 -3.110 2.858
6 N -1.490 -1.943 1.072
7 N -1.583 -2.986 0.175
8 O -1.021 -2.778 -0.874
9 O -2.207 -4.000 0.445
10 H -0.187 0.276 3.252
11 H -1.654 0.968 2.935
12 H -2.093 -0.996 4.062
13 H -2.803 -3.115 3.831
14 H -2.730 -3.912 2.269
15 N -2.403 0.045 -1.916
16 C -1.138 0.212 -2.281
17 N -0.856 0.247 -3.573
18 C 0.428 0.355 -3.893
19 N 0.757 0.453 -5.177
20 N 1.448 0.343 -3.000
21 C 1.097 0.315 -1.746
22 N -0.179 0.332 -1.311
23 C 2.168 0.188 -0.731
24 C 3.498 0.169 -1.125
25 C 4.475 0.009 -0.156
26 C 4.092 -0.120 1.167
27 C 2.740 -0.091 1.470
28 N 1.798 0.055 0.547
29 H -3.099 -0.028 -2.638
30 H -2.657 0.032 -0.943
31 H 0.035 0.462 -5.876
32 H 1.723 0.530 -5.439
33 H 3.740 0.276 -2.171
34 H 5.520 -0.015 -0.432
35 H 4.822 -0.243 1.955
36 H 2.407 -0.175 2.498
37 F -2.417 2.266 1.679
38 C -1.478 2.131 0.656
39 F -2.125 2.486 -0.478
40 C -0.449 3.243 0.938
41 F 0.509 3.243 0.006
42 F 0.134 3.015 2.136
43 F -0.996 4.451 0.978

Values from the calculation:
HOMO in eV: -11.421
ΔE to the lowest compared entry with this formula, charge and spin in kcal per mole: 0.00
Maximum force in eV/Å: 0.9
Frontier orbital gap in eV: 8.24
2S+1: 1
Total energy in hartree: -1798.213199
Net charge: +1

=====

Here is 3 unconnected molecules or ions with the total composition C4H11NO2 at a distorted geometry from the OMol25 dataset. Energies are from ωB97M-V/def2-TZVPD.

Element x y z (Å)
1 C 3.881 0.398 -0.242
2 C 2.589 0.408 0.117
3 C 1.425 0.336 -0.765
4 C 1.485 1.169 -1.843
5 N 0.377 -0.422 -0.281
6 H 4.604 0.650 0.533
7 H 4.285 -0.028 -1.179
8 H 2.332 0.839 1.157
9 H 1.968 2.097 -1.759
10 H 0.642 1.095 -2.660
11 H -0.543 -0.116 -0.167
12 H 0.626 -1.111 0.362
13 O -2.257 1.356 -0.736
14 H -1.519 1.035 -1.354
15 H -2.936 0.752 -1.066
16 O -5.397 -2.513 3.456
17 H -6.029 -2.476 2.653
18 H -5.533 -3.471 3.774

Values from the calculation:
HOMO in eV: -8.332
ΔE to the lowest compared entry with this formula, charge and spin in kcal per mole: 73.70
SMILES: C=CC(=C)N.O.O
Maximum force in eV/Å: 4.4
Frontier orbital gap in eV: 9.02
2S+1: 1
Total energy in hartree: -364.150724